The following is a DFT calculation (ωB97M-V/def2-TZVPD) of an isolated molecule of C3H7NO.

Computed properties:
HOMO energy (eV): -9.74
SMILES string: CCC(N)=O
Calculated total energy (eV): -6762.4902

```
! wB97M-V def2-TZVPD RIJCOSX def2/J DEFGRID3
* xyz 0 1
C -1.34217 0.22390 -0.17212
C -0.25741 -0.45317 0.69947
C 1.00648 0.24018 0.25332
O 1.40980 1.23684 0.82103
N 1.54923 -0.18898 -0.92749
H -1.60324 -0.41351 -1.02230
H -2.23703 0.45654 0.40402
H -0.96760 1.16702 -0.58860
H -0.27563 -1.54065 0.56931
H -0.35726 -0.25396 1.76866
H 1.10422 -0.92888 -1.44302
H 2.03406 0.51773 -1.45863
*
```